1.
This record from OMol25 describes a structure of composition C53H51BrCsN7O5S at a distorted geometry. The level of theory is ωB97M-V/def2-TZVPD.

For the HOMO-LUMO gap, the calculation gives 5.85 eV. The total charge is -2. The value obtained for the electronic energy is -157883.0832 eV.

Structure (XYZ):
```
119
Properties=species:S:1:pos:R:3:lowdin_charge:R:1
Cs 1.6342 0.8759 -1.2349 1.4752
O -1.9240 4.4124 -5.5340 0.0297
C -1.3458 3.2370 -5.9678 -0.2702
C -1.5175 2.8277 -7.2854 -0.0545
C -0.9282 1.6571 -7.7391 -0.1177
C -0.1640 0.8982 -6.8678 -0.0977
C -0.0059 1.3172 -5.5533 -0.0248
C -0.5941 2.4775 -5.0739 -0.0762
C -0.2616 2.8887 -3.6117 -0.5033
O 0.4384 2.0299 -2.9337 -0.6052
N -1.6090 3.2054 -2.9636 0.0163
N -1.7093 3.2412 -1.6755 0.0155
C -2.7877 3.6608 -1.1043 -0.2629
C -2.9717 3.6142 0.3240 -0.6297
Br -1.4288 3.0695 1.2852 0.8908
C -4.1665 3.8912 0.8851 -0.1305
C -4.6795 3.8181 2.2445 -0.2211
C -3.9150 3.6261 3.4050 -0.0560
C -4.5190 3.5139 4.6469 -0.0941
C -5.8974 3.5987 4.7844 -0.1190
C -6.6699 3.8211 3.6523 -0.1144
C -6.0702 3.9332 2.4111 -0.0612
H -2.3547 4.8286 -6.2839 0.0919
H -2.1161 3.4366 -7.9591 0.1000
H -1.0653 1.3527 -8.7701 0.0900
H 0.3154 -0.0104 -7.2125 0.0911
H 0.5990 0.7638 -4.8450 0.1027
H 0.2022 3.9113 -3.7179 0.1423
H -2.3470 3.6145 -3.5281 0.1126
H -3.6398 4.0078 -1.7008 0.1139
H -4.9290 4.1485 0.1525 0.0998
H -2.8409 3.5564 3.3381 0.0311
H -3.8978 3.3485 5.5192 0.0986
H -6.3629 3.4915 5.7564 0.0881
H -7.7479 3.8980 3.7365 0.0903
H -6.6885 4.1007 1.5359 0.1006
C -4.0817 0.3907 -0.4357 -0.0818
C -2.8443 -0.4619 -0.7278 -0.1969
C -2.9710 -1.8355 -0.1196 -0.1804
C -3.8887 -2.7303 -0.6538 -0.0665
C -4.0762 -3.9954 -0.1193 -0.1136
C -3.3135 -4.3750 0.9753 -0.0770
C -2.3788 -3.5157 1.5318 -0.1905
C -1.5447 -3.9603 2.7077 -0.2103
C -2.2387 -3.7219 4.0523 -0.0953
C -2.1980 -2.2205 0.9942 -0.2067
N -1.1878 -1.4337 1.5092 0.1130
C -1.3344 -0.5889 2.4562 -0.1244
C -0.3096 0.0942 3.1759 -0.3576
C -0.5799 0.8968 4.3058 -0.1180
C 0.6553 1.2611 4.8323 -0.1552
C 1.6089 0.6569 3.9893 -0.2284
N 1.0437 -0.0358 2.9970 0.0693
H -4.0659 1.3042 -1.0291 0.0522
H -4.1192 0.6774 0.6174 0.0730
H -4.9968 -0.1593 -0.6695 0.0640
H -1.9452 0.0143 -0.3390 0.0919
H -2.7144 -0.5634 -1.8082 0.1032
H -4.4769 -2.4235 -1.5140 0.1070
H -4.7982 -4.6779 -0.5526 0.0834
H -3.4388 -5.3658 1.4044 0.1004
H -0.6055 -3.4049 2.6924 0.1039
H -1.3171 -5.0257 2.6029 0.1013
H -2.3752 -2.6527 4.2209 0.0645
H -1.6357 -4.1228 4.8707 0.0633
H -3.2184 -4.2048 4.0739 0.0645
H -2.3467 -0.3694 2.8375 0.1301
H -1.5630 1.1672 4.6705 0.0802
H 0.8457 1.8594 5.7131 0.0684
H 2.6854 0.7041 4.0960 0.0703
O 2.5791 -0.6878 0.6440 -0.2573
C 3.9856 -0.7927 0.4547 -0.3449
C 4.4412 0.4215 -0.5407 -0.7444
O 5.1737 1.3070 -0.0769 -0.0035
O 3.9794 0.3267 -1.6944 -0.3290
C 4.7827 -0.6728 1.7362 -0.1115
C 4.6447 0.4881 2.5026 -0.0391
C 5.4362 0.6990 3.6170 -0.0863
C 6.3723 -0.2524 4.0019 -0.1131
C 6.4897 -1.4256 3.2753 -0.1023
C 5.7020 -1.6313 2.1489 -0.0179
C 4.2745 -2.0903 -0.2842 -0.1531
C 3.4166 -3.1754 -0.1546 -0.0121
C 3.6620 -4.3616 -0.8332 -0.0987
C 4.7682 -4.4784 -1.6601 -0.1187
C 5.6383 -3.4022 -1.7885 -0.0915
C 5.3951 -2.2233 -1.1035 -0.0252
H 2.3244 -0.4794 1.5721 0.0543
H 3.9055 1.2210 2.2100 0.1012
H 5.3301 1.6166 4.1843 0.0845
H 7.0015 -0.0829 4.8687 0.0867
H 7.1935 -2.1897 3.5866 0.0880
H 5.8051 -2.5491 1.5842 0.1076
H 2.5493 -3.0774 0.4865 0.1172
H 2.9813 -5.1974 -0.7151 0.0890
H 4.9528 -5.3973 -2.2058 0.0843
H 6.5043 -3.4787 -2.4360 0.0915
H 6.0725 -1.3847 -1.2057 0.1269
N 0.6067 -5.0205 -4.6763 0.0877
C 0.3411 -3.9994 -3.7638 -0.3286
C 0.0148 -2.7127 -4.1886 -0.0179
C -0.2731 -1.7582 -3.2270 -0.1480
N -0.2745 -1.9977 -1.9223 0.0731
C 0.0339 -3.2239 -1.5184 -0.1249
C 0.3441 -4.2512 -2.3927 -0.0261
H 0.9533 -4.7079 -5.5676 0.0793
H 1.1415 -5.7821 -4.2930 0.0779
H 0.0002 -2.4644 -5.2437 0.1000
H -0.5174 -0.7391 -3.5168 0.0941
H 0.0243 -3.3814 -0.4438 0.1095
H 0.6040 -5.2381 -2.0267 0.1009
S 3.4581 4.0939 3.4420 0.9467
C 4.2672 4.1725 1.9255 -0.4138
C 3.4036 3.8652 0.9257 -0.2538
N 2.1241 3.5861 1.3297 -0.0078
C 1.9972 3.6562 2.6077 -0.4909
H 5.3223 4.3789 1.8609 0.0619
H 3.6619 3.7983 -0.1204 0.1080
H 1.0965 3.4314 3.1626 0.0466
```

---

2.
This record from OMol25 describes a structure of composition C53H51BrF3MoN2O2P3S3. The level of theory is ωB97M-V/def2-TZVPD.

As for the spin multiplicity: 3. For the HOMO-LUMO gap (spin up / spin down), the calculation gives 6.98 / 6.27 eV. The value obtained for the electronic energy is -203292.2447 eV.

Structure (XYZ):
```
119
Properties=species:S:1:pos:R:3:lowdin_charge:R:1
Mo -0.2553 0.4257 0.2220 0.7148
F 3.8922 -2.8255 -4.3920 0.1215
C 2.9762 -2.1695 -3.6480 -0.5930
F 3.1060 -0.8682 -3.9357 0.1365
F 1.7683 -2.5666 -4.1085 0.1189
C 3.1478 -2.4810 -2.1843 -0.1099
C 4.1335 -3.3773 -1.8219 -0.0021
C 4.3012 -3.7156 -0.4885 -0.0455
C 3.4454 -3.1380 0.4230 -0.1200
N 2.4859 -2.2723 0.0906 0.0349
C 2.3224 -1.9121 -1.1770 -0.5737
S 1.1285 -0.7159 -1.6090 0.7475
H 4.7712 -3.8084 -2.5812 0.1229
H 5.0707 -4.4068 -0.1716 0.1062
H 3.5206 -3.3686 1.4826 0.1154
C -0.2817 -3.2396 0.5456 -0.3308
C -0.8496 -2.9023 -0.8477 -0.4026
P -1.7643 -1.3004 -0.9318 0.9574
C -1.9534 -1.0067 -2.7424 -0.3338
C -1.3359 -1.8202 -3.6899 -0.1025
C -1.4591 -1.5535 -5.0458 -0.0676
C -2.2092 -0.4724 -5.4818 -0.0778
C -2.8470 0.3327 -4.5505 -0.0749
C -2.7151 0.0714 -3.1936 -0.0945
C -3.4970 -1.7858 -0.5233 -0.3153
C -3.8194 -3.0854 -0.1340 -0.0901
C -5.1290 -3.4403 0.1540 -0.0784
C -6.1440 -2.4999 0.0746 -0.0809
C -5.8365 -1.1979 -0.2942 -0.0660
C -4.5275 -0.8450 -0.5872 -0.0919
P -0.2732 -1.7158 1.6564 0.9358
C 0.9401 -1.7460 3.0709 -0.3441
C 2.2057 -1.1785 2.9140 -0.1532
C 3.1011 -1.1082 3.9721 -0.0908
C 2.7451 -1.5748 5.2261 -0.0820
C 1.4649 -2.0694 5.4202 -0.0850
C 0.5708 -2.1387 4.3632 -0.0988
C -1.8646 -2.2463 2.4983 -0.3626
C -3.0270 -1.5014 2.5163 -0.1413
C -4.2065 -1.9861 3.0747 -0.0680
C -4.2422 -3.2548 3.6197 -0.0805
C -3.0939 -4.0403 3.5851 -0.0714
C -1.9294 -3.5458 3.0239 -0.1354
H 0.6981 -3.6974 0.4534 0.0689
H -0.9350 -3.9515 1.0260 0.0433
H -1.4813 -3.7027 -1.2245 0.0849
H -0.0350 -2.7937 -1.5445 0.0005
H -0.7513 -2.6751 -3.3889 0.0849
H -0.9539 -2.1953 -5.7581 0.1087
H -2.2967 -0.2601 -6.5408 0.1043
H -3.4452 1.1760 -4.8751 0.1067
H -3.2101 0.7266 -2.4926 0.0838
H -3.0564 -3.8431 -0.0249 0.0935
H -5.3477 -4.4569 0.4562 0.1094
H -7.1642 -2.7773 0.3095 0.1053
H -6.6156 -0.4468 -0.3554 0.1081
H -4.3187 0.1817 -0.8456 0.0774
H 2.5005 -0.7584 1.9677 0.0331
H 4.0684 -0.6494 3.8060 0.0698
H 3.4453 -1.5138 6.0513 0.1081
H 1.1412 -2.3866 6.4049 0.1051
H -0.4261 -2.4711 4.5876 0.0871
H -3.0204 -0.5274 2.0783 0.0147
H -5.0941 -1.3634 3.0665 0.1124
H -5.1569 -3.6445 4.0505 0.1058
H -3.1024 -5.0397 4.0032 0.1054
H -1.0541 -4.1829 2.9988 0.1116
C -4.1665 2.7009 0.5809 -0.0808
C -4.0892 3.6269 -0.4477 -0.0759
C -2.9944 3.5817 -1.2839 -0.0434
C -1.9878 2.6254 -1.1137 -0.2168
C -2.0168 1.6994 -0.0575 -0.2692
C -3.1504 1.7780 0.7641 -0.2228
C -0.8481 2.6384 -2.0433 -0.2345
C -0.9786 3.2815 -3.2986 -0.0121
C 0.0783 3.3449 -4.1353 0.0058
C 1.3226 2.8447 -3.7092 -0.1517
C 2.4681 3.0042 -4.5255 -0.0367
C 3.6910 2.5976 -4.0909 -0.0710
C 3.7961 2.0181 -2.8105 -0.0683
C 2.6986 1.8194 -2.0218 -0.1392
C 1.4028 2.2114 -2.4462 -0.2250
N 0.2586 2.0309 -1.6532 0.0330
H -5.0040 2.7089 1.2701 0.1086
H -4.8540 4.3823 -0.5793 0.1042
H -2.9056 4.3271 -2.0628 0.1012
H -3.2499 1.1485 1.6241 0.0065
H -1.9373 3.6754 -3.5947 0.1036
H -0.0086 3.7960 -5.1183 0.1239
H 2.3454 3.4765 -5.4944 0.1122
H 4.5722 2.7310 -4.7067 0.1062
H 4.7661 1.7141 -2.4352 0.1169
H 2.8342 1.3870 -1.0483 -0.0023
Br -0.9241 1.0502 2.7492 0.3416
C 2.5785 3.7219 5.3063 -0.0438
C 1.8170 2.6238 4.5877 -0.4597
C 1.1831 1.6521 5.5590 -0.0663
O 2.7353 1.8478 3.7751 -0.3167
P 3.1690 2.1757 2.2872 -0.1002
S 4.8336 1.2873 1.8455 0.2772
S 1.6683 1.8137 0.9557 0.3150
O 3.2066 3.7698 2.3531 -0.3234
C 3.4034 4.7983 1.3392 -0.4314
C 2.0682 5.2404 0.7648 -0.0597
C 4.3973 4.4090 0.2659 -0.0696
H 1.8850 4.3075 5.9162 0.0857
H 3.0719 4.3849 4.5983 0.0664
H 3.3346 3.2815 5.9622 0.0898
H 1.0568 3.0540 3.9311 0.1070
H 1.9619 1.1794 6.1631 0.0844
H 0.6343 0.8763 5.0272 0.0127
H 0.4955 2.1857 6.2211 0.0890
H 3.8171 5.6193 1.9231 0.1380
H 1.6376 4.4586 0.1384 0.0376
H 2.2176 6.1401 0.1608 0.0844
H 1.3621 5.4681 1.5667 0.0854
H 4.0144 3.5846 -0.3359 0.0479
H 5.3484 4.1017 0.6985 0.0678
H 4.5607 5.2704 -0.3873 0.0885
```